{"formula": "C3H35NO15S", "method": "the ωB97M-V functional and the def2-TZVPD basis", "symbols": ["O", "C", "N", "C", "C", "S", "H", "H", "H", "H", "H", "H", "H", "H", "H", "O", "H", "H", "O", "H", "H", "O", "H", "H", "O", "H", "H", "O", "H", "H", "O", "H", "H", "O", "H", "H", "O", "H", "H", "O", "H", "H", "O", "H", "H", "O", "H", "H", "O", "H", "H", "O", "H", "H", "O"], "coordinates": [[-0.06228, -0.18480, -0.79994], [-1.20150, -0.01585, -0.36841], [-1.54341, 1.00680, 0.43489], [-2.85291, 1.51517, 0.80555], [-3.73607, 1.88044, -0.40439], [-2.96118, 2.82301, -1.76825], [-1.85804, -0.78625, -0.66847], [-0.91112, 1.84907, 0.38234], [-2.70250, 2.43611, 1.46876], [-3.42456, 0.94819, 1.51241], [-4.69008, 2.22793, 0.09152], [-4.06128, 0.86358, -1.03440], [-2.79232, 4.04661, -1.11337], [2.04726, 2.70434, -1.90552], [3.75220, 2.19786, -2.02108], [2.96984, 2.66970, -1.57446], [-0.45935, -1.28703, 3.63696], [-1.02747, -0.50115, 2.37536], [-0.99833, -0.49621, 3.37243], [1.56559, -4.00557, 0.41118], [0.16875, -3.75232, 0.42838], [0.94042, -3.66009, -0.21644], [1.02290, 2.07053, 3.05258], [0.41125, 2.40539, 4.48644], [1.22633, 2.53281, 3.91770], [-2.03804, 0.62694, -3.91946], [-2.51609, -0.70883, -3.41655], [-2.38693, 0.17558, -3.09999], [4.57359, -1.83146, -0.74727], [4.11880, -1.48417, 0.68641], [4.82008, -1.35336, 0.00337], [-1.63170, -3.43597, -2.24052], [-0.93905, -2.03922, -2.05897], [-1.74389, -2.50057, -2.10550], [0.14042, 2.61031, -2.89079], [0.51719, 1.21994, -2.49846], [0.89451, 2.00244, -2.87147], [1.48497, -0.03354, 3.64103], [2.31419, -0.60857, 2.56481], [1.73271, -0.91290, 3.29892], [1.94679, 2.06802, 1.07415], [1.92588, 3.33347, 0.14623], [1.67542, 2.94794, 1.00476], [0.74688, -2.17042, 2.91486], [0.51735, -3.73106, 3.03037], [0.13028, -2.87977, 2.52479], [-3.18909, -2.16200, -0.94878], [-2.80495, -2.26489, 0.52828], [-3.45778, -1.79576, -0.06366], [2.16783, -2.16027, -3.55627], [2.40170, -1.78444, -2.03560], [2.64974, -2.29994, -2.73220], [2.43429, 1.26148, -0.57730], [2.05675, -0.14181, -0.19363], [2.63597, 0.56454, 0.03671]], "forces_ev_per_angstrom": [[0.82, 0.53, -0.27], [1.11, 0.13, -0.40], [0.86, 2.07, 0.43], [-0.20, 1.63, -0.15], [-1.47, -2.86, -0.61], [-0.25, 1.26, 1.35], [-1.56, 0.06, 0.51], [-0.15, -1.79, 0.08], [0.25, -0.86, -1.26], [-0.18, -1.26, -0.04], [0.83, 0.29, -1.27], [0.93, 2.47, 1.87], [-0.19, -1.07, -0.53], [1.19, -0.96, -1.40], [-2.77, 1.07, 0.40], [2.17, 0.19, 0.80], [-1.31, 1.15, -0.63], [0.19, -0.14, 1.62], [0.30, -0.39, -0.78], [1.24, -0.20, 0.01], [0.92, 0.74, -1.46], [-2.11, -0.37, 1.33], [0.06, 1.19, 1.43], [1.35, 0.11, -1.15], [-1.56, -1.32, -0.23], [-0.59, -0.43, 1.41], [-0.20, -1.07, 0.01], [0.77, 1.42, -1.47], [-0.75, -1.26, -1.81], [0.90, 0.19, -1.14], [0.09, 0.87, 2.81], [0.64, -0.34, -0.07], [2.16, 0.66, 0.22], [-2.49, -0.50, -0.38], [0.06, -0.07, -0.14], [-0.41, -1.23, 0.73], [-0.64, 1.18, -0.68], [-0.33, -0.47, 0.38], [-0.34, -0.68, 0.40], [1.25, 1.42, -0.67], [1.13, -2.15, -0.57], [0.34, -0.73, 0.68], [-1.57, 3.05, 0.04], [-0.56, -0.92, -1.11], [-1.53, 2.76, -1.73], [2.33, -2.52, 2.57], [-0.35, 0.50, 1.01], [-1.17, 0.72, -0.69], [0.85, -1.56, 0.10], [-0.08, 0.43, 0.73], [-1.67, 2.37, 2.42], [1.74, -2.77, -3.13], [0.22, 0.80, -0.74], [-1.01, -0.75, -0.22], [0.75, -0.56, 1.37]], "total_energy_ha": -1716.754852, "multiplicity": 1, "orbital_gap_ha": 0.3509, "charge": 0, "e_above_lowest_kj_mol": 163.3, "e_lumo_ev": -0.14}

=====

{"formula": "C4H10N2O2", "method": "the ωB97M-V functional and the def2-TZVPD basis", "symbols": ["C", "C", "N", "O", "H", "H", "H", "H", "H", "C", "C", "N", "O", "H", "H", "H", "H", "H"], "coordinates": [[0.24561, 1.48151, -2.25681], [-0.99944, 1.13963, -1.50540], [-1.94782, 0.37794, -2.09604], [-1.09818, 1.40679, -0.31346], [1.12366, 0.89185, -1.97634], [0.52774, 2.49387, -1.98770], [0.12037, 1.37504, -3.32874], [-2.68570, -0.03313, -1.56270], [-1.71635, -0.17576, -2.89909], [0.71242, -1.98364, 2.37222], [1.29094, -0.73490, 1.77617], [0.34529, 0.28325, 1.68038], [2.47224, -0.58321, 1.58202], [0.04482, -2.47173, 1.67086], [0.07295, -1.77040, 3.23616], [1.48481, -2.72871, 2.57059], [0.57708, 1.06039, 1.09147], [-0.57043, -0.02880, 1.94640]], "forces_ev_per_angstrom": [[0.28, 0.28, -0.55], [0.43, -1.04, 2.05], [-0.09, -0.36, -1.26], [-0.24, 0.71, -0.57], [-0.45, -0.34, 0.27], [-0.14, 0.25, -0.20], [0.02, 0.19, -0.21], [-0.12, 0.22, 0.64], [0.17, 0.23, -0.37], [-0.28, -0.94, -0.14], [-0.97, 1.31, 1.29], [1.73, -1.97, 0.41], [0.44, 0.00, -0.77], [-0.22, 0.01, -0.41], [0.45, -0.01, 0.09], [-0.01, 0.36, 0.34], [-0.65, 0.26, 0.01], [-0.36, 0.82, -0.62]], "total_energy_ha": -418.436135, "multiplicity": 1, "orbital_gap_ha": 0.3713, "charge": 0, "smiles": "CC(N)=O.CC(N)=O", "e_above_lowest_kj_mol": 65.2, "e_lumo_ev": 0.61}

=====

{"formula": "C3H3N3O", "method": "the ωB97M-V functional and the def2-TZVPD basis", "symbols": ["N", "C", "C", "C", "O", "H", "H", "H", "N", "N"], "coordinates": [[-1.90840, -1.27922, -0.77006], [-1.22793, -0.35668, -0.37593], [-0.55640, 0.67459, 0.11833], [0.18723, 0.52154, 1.37407], [0.16762, -0.46413, 2.08085], [-1.48745, -1.97743, -1.37803], [-0.53141, 1.60554, -0.43672], [0.81151, 1.39763, 1.63948], [2.00891, -0.74995, -1.20180], [2.86678, -0.06405, -1.28590]], "forces_ev_per_angstrom": [[0.45, 0.61, 0.27], [-0.32, -0.41, -0.19], [-0.13, -0.11, -0.01], [-0.01, -0.22, 0.12], [0.03, 0.32, -0.27], [0.00, 0.03, 0.03], [0.01, -0.12, 0.07], [-0.09, -0.06, 0.02], [1.50, 1.10, -0.19], [-1.44, -1.15, 0.16]], "total_energy_ha": -355.610010, "multiplicity": 1, "orbital_gap_ha": 0.3741, "charge": 0, "smiles": "N=C=CC=O.N#N", "e_above_lowest_kj_mol": 78.4, "e_lumo_ev": 0.53}